Record 1
C5H8N2 | ωB97M-V/def2-TZVPD

Values from the calculation:
Electronic energy (hartree): -304.7356
Kohn-Sham gap (hartree): 0.3626
LUMO level (Eh): 0.0108
Structure (SMILES): C/N=C/C1=N[C@@H]1C

Each line ends with the Mulliken charge.
Element x y z (Å)
N (-0.59530, -0.03238, 1.31128)  -0.321
N (-0.29096, 0.89777, -2.10876)  -0.602
C (-1.09882, 0.14178, 2.64931)  -0.693
C (0.95914, 0.25502, -1.46743)  0.272
C (1.41514, -1.10301, -1.93777)  -1.077
C (-1.03084, 0.70330, 0.37657)  -0.142
C (-0.32303, 0.57118, -0.89505)  0.172
H (-0.24024, 0.07900, 3.32451)  0.253
H (1.78026, 0.94463, -1.25036)  0.321
H (-1.76780, -0.68936, 2.89420)  0.258
H (1.90827, -1.66975, -1.13844)  0.273
H (2.13913, -0.98316, -2.75208)  0.290
H (-1.62277, 1.09500, 2.80985)  0.303
H (0.57060, -1.68982, -2.30813)  0.336
H (-1.80277, 1.47981, 0.49231)  0.357

Force components x, y, z for each atom (eV/Å):
-0.100 0.281 -0.207
0.012 0.025 0.500
-0.085 0.005 0.194
0.278 -0.054 -0.103
-0.076 -0.031 -0.045
0.176 -0.214 0.172
0.209 0.078 -0.330
-0.203 0.041 0.013
-0.203 0.006 -0.168
0.078 0.085 -0.001
-0.128 0.151 -0.071
-0.144 -0.066 0.083
-0.001 -0.146 -0.057
0.076 0.036 0.054
0.111 -0.196 -0.035

***

Record 2
C5H6N2OS | ωB97M-V/def2-TZVPD

Values from the calculation:
Electronic energy (hartree): -776.9740
Kohn-Sham gap (hartree): 0.3409
LUMO level (Eh): 0.0207

Each line ends with the Mulliken charge.
Element x y z (Å)
S (-1.50334, 0.94059, 1.21099)  0.327
O (-0.64869, 1.73609, 2.13251)  -0.591
N (-0.56141, -1.80642, 1.21497)  -0.508
N (0.57180, -0.19557, -0.06920)  0.084
C (-0.56846, -0.55314, 0.91836)  0.210
C (1.13547, -1.39233, -0.16436)  -0.143
C (-0.90420, 1.58725, -0.46540)  -0.674
C (0.38219, 1.00702, -0.94373)  -0.404
C (0.42355, -2.36702, 0.54190)  -0.558
H (1.29861, 1.54581, -0.72389)  0.296
H (1.89129, -1.60123, -0.90765)  0.395
H (-0.92173, 2.70438, -0.28807)  0.401
H (0.38107, 0.54416, -1.95803)  0.281
H (-1.59397, 1.20096, -1.19363)  0.384
H (0.61781, -3.35054, 0.69522)  0.499

Force components x, y, z for each atom (eV/Å):
1.938 0.215 -0.487
-0.694 0.032 0.389
-2.031 1.537 1.085
-4.105 -1.582 3.347
1.805 2.084 -2.853
0.687 -1.831 -1.770
-1.254 0.916 0.539
2.305 -2.659 1.368
1.726 2.692 -0.906
-0.205 0.801 -0.587
0.268 0.103 0.175
-0.060 -1.329 -0.593
-0.179 1.108 0.454
-1.060 0.585 -0.213
0.861 -2.674 0.053

***

Record 3
H2NOP | ωB97M-V/def2-TZVPD

Values from the calculation:
Electronic energy (hartree): -472.5692
Kohn-Sham gap (hartree): 0.3829
LUMO level (Eh): 0.0043
Structure (SMILES): NP=O

Each line ends with the Mulliken charge.
Element x y z (Å)
P (-0.64477, 0.14067, -1.07289)  0.388
O (-1.56905, -0.90025, -0.73452)  -0.402
N (0.49078, 0.20547, 0.27535)  -0.448
H (1.46736, 0.60102, 0.31487)  0.234
H (0.25568, -0.04692, 1.21719)  0.228

Force components x, y, z for each atom (eV/Å):
3.524 1.508 1.299
-2.117 -1.650 0.483
0.883 1.003 -1.212
-1.734 -0.265 -0.717
-0.556 -0.596 0.148